ORCA calculation (ωB97M-V/def2-TZVPD) on a cluster of 7 separate species, C32H67F6N3O6 in total in a non-equilibrium geometry.

The geometry in XYZ format:
```
114
Properties=species:S:1:pos:R:3:forces:R:3:mulliken_charge:R:1
C -2.3615 3.4576 -0.3697 -0.6 0.0 -0.2 -0.376
C -1.8287 4.8615 -0.1425 0.5 -0.5 -0.9 -0.276
O -2.6777 5.6684 0.6831 0.1 0.1 -0.2 -0.326
C -2.6509 5.4057 1.9733 -0.1 0.0 0.0 0.307
O -2.0450 4.5362 2.5195 0.1 -0.1 0.3 -0.520
C -3.5604 6.4220 2.6928 -0.1 0.2 -0.4 0.923
F -3.4626 6.3224 4.0007 0.0 -0.1 0.4 -0.229
F -3.2398 7.6715 2.3328 0.1 0.1 0.1 -0.257
F -4.8372 6.2223 2.3319 -0.1 -0.1 0.1 -0.258
H -3.2955 3.5387 -0.9347 0.0 -0.1 0.0 0.325
H -2.5814 2.8910 0.5325 0.2 0.2 0.2 0.356
H -1.6770 2.8639 -0.9762 0.2 0.2 0.0 -0.174
H -1.8112 5.3694 -1.1070 -0.1 0.2 0.1 0.201
H -0.7946 4.8636 0.2069 -0.2 0.0 0.5 0.381
C -4.1455 -6.4988 1.7853 0.3 -0.1 -0.9 -1.420
C -3.0744 -5.6672 2.4795 -1.5 -0.2 -0.1 0.251
O -1.8577 -6.3839 2.6810 0.3 -0.2 0.4 -0.333
C -1.1212 -6.6097 1.6101 -0.1 -0.1 0.0 0.458
O -1.3456 -6.2494 0.4958 0.1 0.2 -0.3 -0.530
C 0.0920 -7.4956 1.9662 0.3 0.4 0.1 0.822
F 1.0570 -7.3272 1.0616 -0.1 -0.1 0.1 -0.245
F 0.5860 -7.1871 3.1729 0.0 -0.1 -0.2 -0.233
F -0.2632 -8.7811 1.9701 -0.1 -0.1 0.0 -0.249
H -5.0676 -5.9226 1.7003 0.0 0.0 0.3 0.413
H -4.3509 -7.4305 2.3097 0.0 0.1 0.2 0.337
H -3.8686 -6.7429 0.7566 0.1 0.0 0.1 0.358
H -3.5039 -5.4787 3.4613 0.7 0.3 0.2 0.369
H -2.8855 -4.7406 1.9430 0.1 0.1 0.0 0.012
C 1.6112 2.8465 -2.3745 0.3 -0.6 0.8 -0.688
C 0.9094 3.2140 -3.6647 -0.8 -0.2 -0.3 -0.950
N 1.3612 4.4920 -4.1924 0.1 -0.1 0.0 0.476
C 0.3422 5.5026 -4.2599 -0.3 1.1 0.1 -0.575
C -0.8040 5.2598 -5.2621 -0.2 -0.2 -0.4 -1.071
C 2.2839 4.4517 -5.3179 0.3 0.1 0.5 -0.696
C 3.7118 4.8211 -4.9028 -0.2 -0.2 0.0 -0.880
H 1.1297 2.0794 -1.7512 -0.4 0.1 -0.4 0.067
H 1.6933 3.7256 -1.7325 0.1 0.1 -0.1 0.336
H 2.6075 2.4158 -2.5173 0.1 0.4 -0.3 0.000
H 0.9481 2.4282 -4.4324 0.5 -0.1 0.2 0.348
H -0.1781 3.2468 -3.4988 0.1 0.3 0.3 0.448
H -0.0279 5.7157 -3.2480 -0.2 -0.5 -0.1 0.269
H 0.7790 6.4865 -4.4833 0.4 -0.4 -0.3 0.431
H -0.5639 4.4338 -5.9378 0.0 -0.1 0.2 0.319
H -1.7649 5.0321 -4.7961 0.1 -0.1 0.1 0.300
H -0.9830 6.1070 -5.9291 0.1 0.1 0.2 0.345
H 1.9417 5.1621 -6.0736 0.0 -0.2 -0.2 0.478
H 2.3141 3.4412 -5.7365 -0.2 0.1 -0.2 0.342
H 3.7642 5.8477 -4.5411 0.0 0.1 -0.1 0.280
H 4.3880 4.6684 -5.7482 0.1 0.2 0.1 0.425
H 4.0398 4.1799 -4.0827 0.0 -0.1 0.0 -0.066
C -1.0820 0.1893 -2.5377 -0.3 0.8 1.2 -1.023
C -0.1515 -0.7788 -1.8381 -0.1 -0.9 -0.5 -0.322
N 0.2036 -0.3538 -0.4911 0.4 -0.1 0.0 0.779
C -0.8913 -0.4976 0.4662 -0.4 0.1 -0.2 -1.063
C -1.3324 -1.9203 0.7907 0.0 -0.2 -0.3 -0.516
C 1.4187 -1.0169 -0.0364 0.6 -0.4 0.2 -0.202
C 1.9223 -0.4733 1.3033 -1.0 -0.2 0.6 -1.245
H -0.7600 1.1847 -2.2141 0.2 0.1 -0.6 -0.315
H -2.0914 0.1669 -2.1131 -0.1 -0.5 -0.4 0.344
H -1.1010 0.1038 -3.6185 0.0 -0.1 -0.1 0.405
H -0.5756 -1.8025 -1.8677 -0.1 0.1 0.2 0.397
H 0.7514 -0.9078 -2.4391 0.2 0.5 0.2 -0.045
H -0.6550 0.0159 1.3985 0.2 0.1 -0.1 0.319
H -1.7443 0.0339 0.0372 0.0 0.1 0.1 0.286
H -0.5747 -2.4795 1.3414 0.0 0.0 0.1 0.033
H -2.2530 -1.8964 1.3710 0.0 0.0 0.1 0.311
H -1.5561 -2.4673 -0.1272 0.0 -0.1 0.1 0.349
H 2.1913 -0.9275 -0.8037 -0.1 0.3 -0.1 0.298
H 1.2782 -2.1078 0.0768 -0.1 0.1 -0.1 0.345
H 2.9941 -0.4944 1.4760 0.1 0.1 -0.4 0.424
H 1.4920 -1.0765 2.1150 0.1 0.1 0.0 -0.058
H 1.5133 0.5253 1.4707 0.4 0.2 -0.1 0.336
C -2.0063 -0.5558 7.5501 -0.3 0.2 -0.3 -1.332
C -1.3861 -1.9135 7.2583 -0.6 -0.2 0.1 -0.442
N -0.5874 -1.9500 6.0594 1.3 0.0 0.2 0.219
C 0.1436 -3.2049 5.9205 -0.2 0.1 -0.1 -0.512
C 1.0179 -3.2897 4.6695 -0.2 0.3 0.3 -1.115
C -1.1515 -1.4047 4.8686 -1.0 0.7 -1.1 -0.526
C -2.3314 -2.2089 4.2707 0.3 -0.1 1.3 -0.617
H -1.2857 0.2612 7.4831 0.2 -0.2 0.1 0.332
H -2.4573 -0.5255 8.5418 0.0 -0.1 0.0 0.405
H -2.7988 -0.3143 6.8355 0.0 -0.1 0.1 0.270
H -0.7901 -2.2168 8.1238 0.3 0.0 -0.2 0.451
H -2.1837 -2.6842 7.2038 -0.1 0.2 0.1 0.360
H 0.7704 -3.2971 6.8117 -0.1 -0.1 0.0 0.462
H -0.5523 -4.0668 5.9093 0.1 0.0 0.1 0.317
H 0.3961 -3.4791 3.7935 0.2 -0.1 -0.1 0.056
H 1.5723 -2.3642 4.5029 0.0 0.0 0.1 0.299
H 1.7489 -4.0846 4.8010 -0.1 -0.2 -0.2 0.475
H -0.4081 -1.2388 4.0824 0.3 -0.3 0.3 -0.089
H -1.4998 -0.3875 5.0716 0.0 -0.1 0.2 0.314
H -2.9065 -1.6896 3.5109 0.2 0.1 -0.2 0.371
H -2.9993 -2.3901 5.1220 -0.2 -0.2 -0.3 0.450
H -1.9598 -3.1759 3.9277 -0.2 0.0 -0.2 -0.120
C 5.8902 2.6205 -1.6759 -0.6 -0.1 -0.5 -0.776
C 5.7667 1.3592 -0.8521 -0.6 0.7 0.3 0.591
C 4.5748 0.4716 -1.0977 0.0 -0.4 0.1 -0.473
O 6.5150 1.1386 0.0653 0.4 -0.2 0.1 -0.584
H 6.4078 3.3832 -1.1050 0.3 0.0 -0.2 0.356
H 4.8932 2.9845 -1.9486 0.0 0.0 0.2 0.022
H 6.3484 2.4206 -2.6485 0.4 0.0 0.2 0.299
H 4.7151 -0.0958 -2.0216 -0.1 0.0 0.0 0.372
H 3.6301 1.0094 -1.1742 0.1 0.2 -0.1 -0.016
H 4.4973 -0.1928 -0.2399 0.1 -0.2 -0.2 0.260
C 1.4099 -2.9028 -4.3914 -0.3 0.7 -0.4 -1.039
C 0.7825 -1.9256 -5.3664 0.6 0.5 -0.4 0.918
C -0.2072 -2.4640 -6.3865 0.2 0.2 0.6 -1.086
O 1.1347 -0.7613 -5.4245 -0.3 -0.6 0.3 -0.559
H 1.9808 -2.3493 -3.6526 0.0 -0.1 0.1 0.135
H 2.1064 -3.4951 -4.9901 -0.2 -0.3 0.2 0.435
H 0.6226 -3.5082 -3.9462 0.2 -0.3 0.1 0.322
H 0.1366 -2.1373 -7.3641 -0.1 -0.1 -0.1 0.331
H -1.1659 -1.9861 -6.1788 -0.1 -0.1 -0.1 0.274
H -0.3108 -3.5445 -6.3334 0.0 0.0 -0.1 0.333
```
Positions in Å, forces in eV/Å.

Output
ΔE to the lowest compared entry with this formula, charge and spin (eV): 0.000
HOMO energy (eV): -8.1079
SMILES: CCOC(=O)C(F)(F)F.CCOC(=O)C(F)(F)F.CCN(CC)CC.CCN(CC)CC.CCN(CC)CC.CC(C)=O.CC(C)=O
2S+1: 1
E_LUMO (eV): 0.461
DFT total energy (eV): -67330.1213